19
Properties=species:S:1:pos:R:3:nbo_charge:R:1 method="wB97M-V/def2-TZVPD" relative_energy_ev=2.404 e_tot_ha=-497.42001 smiles="CC(O)(O)C(=O)O.C=C"
C 2.409 0.916 -0.394 -0.644
C 1.082 0.229 -0.673 0.466
O 0.245 1.078 -1.413 -0.736
O 1.274 -0.983 -1.293 -0.728
C 0.271 -0.149 0.755 0.734
O 0.241 -1.342 1.023 -0.632
O 0.468 0.797 1.686 -0.674
H 2.236 1.889 0.060 0.229
H 2.934 1.057 -1.338 0.223
H 3.009 0.299 0.268 0.220
H 0.355 0.885 -2.353 0.489
H 0.759 -1.655 -0.785 0.508
H 0.277 0.427 2.563 0.497
C -2.406 0.035 0.221 -0.370
C -2.814 -1.187 0.496 -0.388
H -3.092 0.849 0.032 0.200
H -1.297 0.277 -0.110 0.194
H -3.858 -1.463 0.519 0.201
H -2.093 -1.957 0.735 0.210



18
Properties=species:S:1:pos:R:3:nbo_charge:R:1 method="wB97M-V/def2-TZVPD" relative_energy_ev=1.240 e_tot_ha=-381.23985
C -1.954 1.038 -0.059 -0.649
C -1.186 -0.152 0.421 -0.275
C 0.131 -0.183 0.694 0.174
C 0.970 1.074 0.789 -0.657
N 0.771 -1.314 1.207 -0.819
H -2.094 1.768 0.749 0.209
H -2.950 0.727 -0.403 0.216
H -1.429 1.550 -0.881 0.226
H -1.762 -1.049 0.612 0.190
H 1.241 1.250 1.816 0.230
H 0.449 1.933 0.392 0.223
H 1.878 0.949 0.226 0.207
H 1.723 -1.431 0.727 0.382
H 0.231 -2.165 1.102 0.367
N 1.412 -1.482 -1.449 -0.829
C 0.699 -0.573 -1.817 0.886
O 0.229 0.410 -2.221 -0.511
H 1.640 -2.349 -1.907 0.429



38
Properties=species:S:1:pos:R:3:nbo_charge:R:1 method="wB97M-V/def2-TZVPD" relative_energy_ev=3.497 e_tot_ha=-1564.32685 smiles="CCOC(=O)N1C(=O)/C(=C/C(=O)c2cccnc2)c2c(Cl)cccc21"
C 0.851 0.857 -5.973 -0.616
C 0.196 -0.297 -5.192 -0.058
O 0.430 -0.271 -3.796 -0.480
C 0.266 -1.275 -2.990 0.923
O 0.130 -2.461 -3.346 -0.623
N 0.393 -0.880 -1.672 -0.494
C -0.051 0.360 -1.185 0.656
O -0.937 0.990 -1.795 -0.552
C 0.181 0.419 0.193 -0.139
C 0.015 1.628 0.753 -0.137
C 0.288 1.972 2.146 0.536
O 1.431 2.351 2.351 -0.507
C -0.730 1.877 3.227 -0.229
C -2.023 1.525 2.923 -0.144
C -3.037 1.509 3.940 -0.246
C -2.644 1.703 5.321 0.057
N -1.417 2.121 5.571 -0.415
C -0.494 2.323 4.518 0.086
C 0.692 -1.005 0.558 -0.119
C 1.120 -1.582 1.749 0.019
Cl 0.821 -0.763 3.292 0.026
C 1.699 -2.901 1.652 -0.234
C 1.809 -3.572 0.443 -0.186
C 1.292 -2.971 -0.657 -0.254
C 0.825 -1.701 -0.622 0.245
H 1.888 0.653 -6.004 0.205
H 0.521 1.004 -6.924 0.220
H 0.787 1.753 -5.377 0.217
H 0.499 -1.228 -5.713 0.196
H -0.851 -0.188 -5.272 0.184
H -0.262 2.561 0.196 0.265
H -2.327 1.294 1.870 0.232
H -4.013 1.119 3.701 0.220
H -3.358 1.742 6.086 0.200
H 0.497 2.759 4.774 0.226
H 1.990 -3.417 2.617 0.234
H 2.089 -4.605 0.311 0.233
H 1.435 -3.405 -1.674 0.254



16
Properties=species:S:1:pos:R:3:nbo_charge:R:1 method="wB97M-V/def2-TZVPD" relative_energy_ev=1.366 e_tot_ha=-159.53476 smiles=CC.CC
C -2.136 -1.727 -0.453 -0.607
C -0.591 -1.841 -0.776 -0.634
H -2.249 -1.159 0.415 0.207
H -2.485 -0.929 -1.267 0.208
H -2.564 -2.657 -0.407 0.211
H 0.208 -1.623 -0.020 0.207
H -0.322 -2.911 -1.008 0.202
H -0.208 -1.327 -1.693 0.208
C 0.720 1.403 1.018 -0.623
C 1.869 2.099 0.284 -0.640
H 0.446 0.369 0.820 0.214
H 0.839 1.532 2.123 0.207
H -0.266 1.851 0.841 0.204
H 2.132 2.032 -0.787 0.215
H 1.774 3.198 0.357 0.211
H 2.833 1.690 0.552 0.210



63
Properties=species:S:1:pos:R:3:nbo_charge:R:1 method="wB97M-V/def2-TZVPD" e_tot_ha=-1376.96425 smiles="CCOC(=O)OC.CNC(C)=O.CNC(C)=O.CNC(C)=O.CNC(C)=O"
C -2.948 -3.617 1.751 -0.631
C -2.252 -2.258 1.655 -0.070
O -1.608 -2.065 2.915 -0.499
C -0.988 -0.888 3.071 0.993
O -0.317 -0.628 4.024 -0.613
O -1.160 -0.096 2.023 -0.527
C -1.091 1.308 2.249 -0.252
H -2.292 -4.460 1.935 0.218
H -3.657 -3.727 0.927 0.219
H -3.678 -3.499 2.559 0.214
H -3.060 -1.575 1.388 0.183
H -1.466 -2.188 0.902 0.184
H -1.156 1.868 1.319 0.191
H -0.109 1.483 2.691 0.201
H -1.878 1.676 2.906 0.189
C -2.393 -0.697 -2.315 -0.418
N -1.917 -2.050 -2.060 -0.625
C -2.272 -3.207 -2.649 0.679
C -1.410 -4.392 -2.184 -0.722
O -3.139 -3.374 -3.483 -0.630
H -1.702 -0.168 -2.964 0.206
H -2.515 -0.274 -1.316 0.203
H -3.394 -0.579 -2.727 0.227
H -1.327 -2.144 -1.251 0.399
H -0.545 -4.354 -2.859 0.228
H -1.871 -5.352 -2.407 0.234
H -0.961 -4.430 -1.191 0.217
C 3.246 0.131 3.458 -0.421
N 4.518 -0.017 4.140 -0.608
C 4.860 0.634 5.252 0.667
C 6.249 0.399 5.818 -0.701
O 4.186 1.503 5.793 -0.634
H 2.540 0.803 3.929 0.248
H 2.763 -0.786 3.115 0.207
H 3.508 0.556 2.482 0.176
H 5.194 -0.519 3.593 0.389
H 6.960 1.022 5.279 0.227
H 6.552 -0.647 5.725 0.206
H 6.192 0.623 6.878 0.244
C -3.146 2.732 -5.888 -0.430
N -2.619 3.710 -4.923 -0.612
C -2.353 3.378 -3.646 0.671
C -1.715 4.410 -2.718 -0.704
O -2.487 2.233 -3.220 -0.658
H -3.527 1.803 -5.484 0.250
H -2.353 2.762 -6.638 0.203
H -4.031 3.081 -6.436 0.197
H -2.520 4.649 -5.265 0.396
H -2.507 5.104 -2.439 0.232
H -0.852 4.845 -3.228 0.219
H -1.304 3.877 -1.869 0.236
C 0.528 1.178 -1.607 -0.412
N 1.777 0.826 -0.946 -0.608
C 2.033 -0.350 -0.336 0.677
C 3.496 -0.520 0.086 -0.708
O 1.169 -1.128 0.026 -0.645
H 0.723 1.849 -2.438 0.206
H -0.125 1.701 -0.904 0.193
H 0.008 0.262 -1.875 0.228
H 2.593 1.389 -1.099 0.387
H 3.982 -1.257 -0.559 0.237
H 3.551 -0.979 1.063 0.238
H 4.015 0.429 -0.028 0.204



21
Properties=species:S:1:pos:R:3:nbo_charge:R:1 method="wB97M-V/def2-TZVPD" relative_energy_ev=3.609 e_tot_ha=-387.13034 smiles="C=C=C(C)[C@]1(C)O[C@H]1C"
C 3.128 0.906 -0.290 -0.479
C 2.123 0.099 -0.103 0.088
C 1.124 -0.752 -0.018 -0.097
C 1.219 -2.251 0.186 -0.626
C -0.262 -0.140 0.333 0.202
C -0.209 1.234 1.088 -0.634
O -1.242 -1.006 0.917 -0.503
C -1.526 -0.430 -0.308 0.068
C -2.696 0.507 -0.535 -0.657
H 3.564 1.226 -1.233 0.222
H 3.535 1.332 0.575 0.210
H 2.292 -2.529 -0.095 0.230
H 0.382 -2.740 -0.418 0.226
H 0.969 -2.346 1.233 0.232
H -1.061 1.268 1.757 0.228
H -0.150 2.088 0.266 0.221
H 0.721 1.221 1.739 0.220
H -1.330 -1.266 -1.115 0.165
H -3.690 -0.129 -0.539 0.224
H -2.590 1.134 -1.434 0.231
H -3.003 1.128 0.363 0.229